Entry 1:
A cluster of 2 separate species, CH9N2OSi in total at a distorted geometry, computed with the ωB97M-V functional and the def2-TZVPD basis.

DFT total energy: -14081.225 eV
Kohn-Sham gap: 11.65 eV
energy above the lowest of the compared OMol25 structures with the same formula, charge and spin: 0.901 eV

ORCA input file:
```
! RIJCOSX wB97M-V def2-TZVPD def2/J DEFGRID3
* xyz 1 1
C 0.54360 0.33246 -0.53286
N -1.17716 -0.10884 -1.75975
N 1.42730 -0.64952 -0.58641
O -0.02924 0.68715 0.57876
Si -0.04929 0.21449 2.19016
H 0.63689 1.16644 -1.24026
H -1.54179 0.76603 -1.37816
H -1.89985 -0.80592 -1.45300
H 1.39831 -1.25397 0.20340
H -0.84597 -0.11488 -2.73685
H 1.93034 -1.03625 -1.29046
H -0.66101 -1.09767 2.58623
H 1.25428 0.62929 2.75279
H -0.98639 1.27119 2.66641
*
```

Entry 2:
A structure of composition C37H44FN3O2PTl at a distorted geometry, computed with the ωB97M-V functional and the def2-TZVPD basis.

DFT total energy: -64349.215 eV
Kohn-Sham gap: 5.83 eV
energy above the lowest of the compared OMol25 structures with the same formula, charge and spin: 0.071 eV

ORCA input file:
```
! RIJCOSX wB97M-V def2-TZVPD def2/J DEFGRID3
* xyz -2 1
Tl -0.02100 -0.05370 -0.01410
O -0.38770 0.77960 2.39350
C -0.09540 1.75990 3.11700
C -0.09170 1.60770 4.54640
C 0.17080 2.63260 5.40520
C 0.42690 3.91800 4.92030
C 0.43280 4.11840 3.56260
C 0.21590 3.08900 2.64010
C 0.34240 3.43620 1.25790
N 0.52200 2.65170 0.26860
C 0.75670 3.25740 -1.01310
C 0.58690 2.24480 -2.15400
N -0.67810 1.59710 -2.03770
C -1.62560 1.85120 -2.84210
C -2.96780 1.36520 -2.71870
C -3.88660 1.72320 -3.70920
C -5.21870 1.38930 -3.64150
C -5.68110 0.73300 -2.49690
C -4.81700 0.37750 -1.49900
C -3.39600 0.57760 -1.58230
O -2.62650 0.08110 -0.71860
H -0.30560 0.61480 4.92300
H 0.17760 2.45930 6.47710
H 0.62500 4.73790 5.60050
H 0.64450 5.11250 3.18020
H 0.33640 4.53380 1.08130
H 0.08260 4.11680 -1.17930
H 1.78990 3.63580 -1.05060
H 0.72010 2.77710 -3.11780
H 1.36320 1.48570 -2.03210
H -1.45250 2.52790 -3.70860
H -3.52480 2.28000 -4.57000
H -5.90070 1.64840 -4.44410
H -6.73930 0.50410 -2.40370
H -5.19510 -0.10940 -0.60730
C 3.36270 2.07850 2.12990
C 4.19990 0.82260 1.85240
C 3.33140 -0.39230 2.15140
C 4.80480 0.96380 0.46140
C 5.83500 1.88630 0.39710
C 6.47710 2.20050 -0.78570
C 6.04460 1.58820 -1.94730
C 5.03230 0.64050 -1.94100
C 4.70400 0.06520 -3.31270
C 3.79690 1.03590 -4.08340
C 4.09030 -1.32960 -3.36970
C 4.40110 0.27970 -0.71890
N 3.42550 -0.67250 -0.71870
C 3.69910 -1.92650 -0.43670
C 5.00040 -2.39350 -0.07410
C 5.25640 -3.70200 0.24890
C 4.25280 -4.66200 0.21330
C 2.97920 -4.26560 -0.18360
C 2.72480 -2.95840 -0.49700
F 1.45080 -2.65510 -0.91830
H 2.98010 2.07610 3.15110
H 2.51760 2.08430 1.44700
H 3.94240 2.99110 1.98270
H 5.04770 0.80610 2.56040
H 2.46880 -0.40830 1.49130
H 2.96870 -0.32740 3.17800
H 3.88840 -1.31910 2.04090
H 6.16000 2.36180 1.31710
H 7.30290 2.90040 -0.79870
H 6.53380 1.83060 -2.88600
H 5.66430 0.02070 -3.85430
H 2.81670 1.07850 -3.61740
H 3.66930 0.69450 -5.11110
H 4.22290 2.03950 -4.09970
H 3.10440 -1.32600 -2.91890
H 4.71220 -2.05260 -2.84730
H 4.00020 -1.64110 -4.41210
H 5.79800 -1.65940 -0.04390
H 6.26280 -3.99040 0.54340
H 4.45160 -5.69100 0.48010
H 2.17130 -4.98060 -0.25990
C -3.89310 -2.77980 -0.64490
P -2.39290 -2.28050 0.33520
C -2.24320 -3.95110 1.18560
C -3.17830 -1.44060 1.78400
H -4.71700 -3.08720 0.00170
H -3.62060 -3.60810 -1.29950
H -4.20670 -1.94840 -1.26460
H -3.18750 -4.27260 1.62900
H -1.48850 -3.88990 1.96660
H -1.92400 -4.69830 0.46280
H -4.11040 -1.92870 2.07390
H -3.34940 -0.40000 1.53200
H -2.46680 -1.48160 2.60640
*
```

Entry 3:
A structure of composition C43H44F6NO7S2 at a distorted geometry, computed with the ωB97M-V functional and the def2-TZVPD basis.

DFT total energy: -99103.752 eV
Kohn-Sham gap: 7.87 eV

ORCA input file:
```
! RIJCOSX wB97M-V def2-TZVPD def2/J DEFGRID3
* xyz -1 1
C 0.15971 6.86389 -1.06721
C -1.08190 6.05589 -1.51346
O -1.91170 6.96297 -2.25881
C -0.72014 4.92715 -2.48230
S 0.00158 3.48460 -1.65647
O -0.91765 2.39628 -1.93546
O 0.06703 3.81403 -0.24509
N 1.42716 3.33442 -2.35706
S 2.34079 2.09059 -1.80578
O 2.63097 1.18659 -2.89314
O 3.57317 2.65814 -1.31673
C 1.65343 1.21654 -0.38478
C 2.40671 -0.13865 -0.31065
C 1.79193 -1.11585 0.72371
C 2.83198 -1.83962 1.56903
O 2.57311 -2.85022 2.11002
O 4.08754 -1.32230 1.65900
H 0.94464 6.79886 -1.82074
H -0.16832 7.89972 -0.96185
H 0.50332 6.53232 -0.08973
H -1.64886 5.69410 -0.66030
H -1.35147 7.48958 -2.84122
H 0.01845 5.32556 -3.18320
H -1.57348 4.63195 -3.08680
H 1.90847 1.74091 0.53208
H 0.58183 1.02804 -0.43586
H 2.39862 -0.62415 -1.28471
H 3.44489 0.09008 -0.07464
H 1.05271 -0.63283 1.36311
H 1.30636 -1.91230 0.16363
H 4.30675 -1.31179 2.60339
F -2.51991 -0.72932 -0.34921
C -3.37244 -0.42401 -1.35095
C -4.22795 -1.40085 -1.81660
C -5.11198 -1.09557 -2.83989
C -5.11383 0.18212 -3.38937
C -4.23580 1.15030 -2.90924
C -3.36045 0.84730 -1.87563
H -4.19572 -2.38829 -1.37169
H -5.79416 -1.85019 -3.20991
H -5.79885 0.42283 -4.19317
H -4.23311 2.14294 -3.34049
H -2.67314 1.58490 -1.47891
F -3.70797 -5.04063 -0.78772
C -2.96536 -4.88266 0.32814
C -1.59676 -4.77985 0.20769
C -0.82998 -4.60223 1.34542
C -1.43772 -4.54607 2.59268
C -2.81857 -4.66034 2.69677
C -3.59314 -4.82111 1.55483
H -1.14010 -4.83148 -0.77239
H 0.24470 -4.50494 1.25680
H -0.83485 -4.40929 3.48110
H -3.29459 -4.61721 3.66814
H -4.67068 -4.89482 1.61227
F 6.02282 -0.12278 3.67555
C 7.15605 -0.81495 3.43270
C 7.30622 -1.45204 2.21829
C 8.47211 -2.16077 1.97008
C 9.46427 -2.23011 2.93932
C 9.29291 -1.58598 4.15702
C 8.13252 -0.86794 4.40662
H 6.51831 -1.39227 1.47905
H 8.60602 -2.65959 1.01953
H 10.37181 -2.78716 2.74442
H 10.06373 -1.64285 4.91448
H 7.98291 -0.35224 5.34632
F 3.68201 -2.71332 -9.12102
C 3.47224 -1.94308 -8.02754
C 4.31488 -0.87813 -7.78310
C 4.09472 -0.08662 -6.66310
C 3.04581 -0.37435 -5.80015
C 2.21213 -1.45304 -6.06127
C 2.42117 -2.24202 -7.18523
H 5.13235 -0.67377 -8.46312
H 4.74296 0.75613 -6.46243
H 2.87871 0.24206 -4.92472
H 1.39656 -1.68061 -5.38747
H 1.77594 -3.08216 -7.40915
F -6.88122 -5.29339 1.45252
C -7.77101 -4.55255 2.14051
C -7.46427 -4.15674 3.42694
C -8.37942 -3.38945 4.13208
C -9.58856 -3.03767 3.54796
C -9.88154 -3.44870 2.25490
C -8.96556 -4.20757 1.54162
H -6.51916 -4.44759 3.86713
H -8.14872 -3.06584 5.13840
H -10.30258 -2.44185 4.10173
H -10.82524 -3.17771 1.80022
H -9.17139 -4.53026 0.52950
F 1.41875 6.99743 2.67573
C 1.12379 5.81403 3.25228
C 1.64389 5.52692 4.49945
C 1.33684 4.31135 5.09340
C 0.52549 3.39946 4.43076
C 0.01581 3.70529 3.17531
C 0.31155 4.92230 2.58272
H 2.28111 6.24834 4.99492
H 1.73174 4.07514 6.07327
H 0.29072 2.44921 4.89402
H -0.61281 2.99555 2.65370
H -0.08261 5.17580 1.60918
*
```

Look up the Kohn-Sham gap of the second one.
5.83 eV

Which of these has the highest DFT total energy?
CH9N2OSi

Among the records above, which one has the highest DFT total energy?
CH9N2OSi

Which of these has the highest Kohn-Sham gap?
CH9N2OSi